Run a
{
  "formula": "C9H14",
  "method": "the ωB97M-V functional and the def2-TZVPD basis",
  "lumo_ev": [-4.43, -8.51],
  "spin_multiplicity": 2,
  "homo_ev": [-14.135, -14.134],
  "charge": 1,
  "species": ["C", "C", "H", "H", "H", "H", "H", "H", "C", "C", "C", "C", "C", "C", "C", "H", "H", "H", "H", "H", "H", "H", "H"],
  "coordinates": [[-0.96, -0.14, -3.39], [-1.15, 0.95, -4.43], [-0.91, -1.19, -3.81], [0.07, -0.21, -2.95], [-1.77, 0.01, -2.59], [-1.01, 1.93, -3.96], [-2.17, 0.81, -4.79], [-0.31, 0.84, -5.18], [-2.02, -0.09, 1.60], [0.06, 0.36, 0.33], [-0.49, -0.20, 1.51], [1.47, 0.22, 0.19], [0.30, -0.54, 2.57], [2.26, -0.21, 1.23], [1.65, -0.59, 2.43], [-0.70, 0.99, -0.37], [1.81, 0.56, -0.86], [-2.52, -0.12, 0.56], [-2.25, 0.87, 1.99], [-0.22, -0.84, 3.50], [3.38, -0.39, 0.98], [2.28, -0.82, 3.29], [-2.41, -1.05, 2.04]]
}



Run b
{
  "formula": "C9H14",
  "method": "the ωB97M-V functional and the def2-TZVPD basis",
  "lumo_ev": [-4.47, -8.23],
  "spin_multiplicity": 2,
  "homo_ev": [-14.551, -14.554],
  "charge": 1,
  "species": ["C", "C", "H", "H", "H", "H", "H", "H", "C", "C", "C", "C", "C", "C", "C", "H", "H", "H", "H", "H", "H", "H", "H"],
  "coordinates": [[-0.79, 0.69, -2.62], [-1.06, -0.77, -2.95], [0.23, 0.88, -2.27], [-0.77, 1.33, -3.50], [-1.45, 1.10, -1.85], [-0.26, -1.15, -3.57], [-2.00, -0.90, -3.48], [-1.02, -1.37, -2.04], [0.49, -2.15, 1.09], [0.52, 2.04, 1.86], [-0.64, 1.26, 2.19], [1.63, 1.45, 1.27], [-0.76, -0.05, 1.81], [1.57, 0.09, 1.06], [0.40, -0.71, 1.33], [0.51, 3.08, 2.14], [-1.48, 1.79, 2.63], [2.55, 1.99, 1.09], [-1.61, -0.60, 2.18], [2.47, -0.43, 0.74], [1.33, -2.60, 1.61], [0.60, -2.32, 0.00], [-0.46, -2.65, 1.26]]
}



Run c
{
  "formula": "C9H14",
  "method": "the ωB97M-V functional and the def2-TZVPD basis",
  "lumo_ev": [-4.49, -8.17],
  "spin_multiplicity": 2,
  "homo_ev": [-14.697, -14.773],
  "charge": 1,
  "species": ["C", "C", "C", "C", "C", "C", "C", "H", "H", "H", "H", "H", "H", "H", "H", "C", "C", "H", "H", "H", "H", "H", "H"],
  "coordinates": [[-0.75, 0.94, 2.48], [-1.30, 1.25, -1.22], [0.05, 1.36, -1.66], [-1.62, 1.25, 0.12], [-0.58, 1.25, 1.03], [1.09, 1.45, -0.76], [0.78, 1.48, 0.58], [-2.10, 0.98, -1.89], [0.28, 1.55, -2.70], [-2.67, 1.25, 0.39], [2.10, 1.71, -1.07], [0.08, 0.32, 2.81], [-1.63, 0.32, 2.63], [1.55, 1.69, 1.30], [-0.81, 1.85, 3.07], [0.18, -2.03, -0.14], [1.17, -2.63, -1.13], [-0.25, -2.77, 0.53], [0.69, -1.36, 0.57], [-0.54, -1.41, -0.67], [0.68, -2.88, -2.06], [2.01, -2.00, -1.42], [1.58, -3.57, -0.79]]
}



Of them, run b has the highest stability.



Run a
{
  "formula": "C4H10N2S",
  "method": "the ωB97M-V functional and the def2-TZVPD basis",
  "lumo_ev": 0.00,
  "spin_multiplicity": 1,
  "homo_ev": -8.412,
  "charge": 0,
  "species": ["C", "C", "C", "C", "H", "H", "H", "H", "H", "H", "H", "H", "H", "H", "N", "N", "S"],
  "coordinates": [[-0.87, 0.99, -2.04], [-0.43, -0.21, 0.05], [-0.01, -1.63, 0.79], [0.92, 0.54, 0.46], [0.36, 1.54, -2.64], [-1.25, 1.81, -1.08], [-2.15, 0.80, -2.96], [-0.11, -0.87, -1.93], [-1.34, 0.19, 0.77], [0.19, -1.53, 1.94], [0.92, -2.00, 0.47], [-0.88, -2.55, 0.82], [0.31, 0.34, 2.78], [1.70, 1.28, 2.41], [-0.71, -0.17, -1.27], [0.96, 0.93, 1.88], [2.36, 0.55, -0.44]]
}



Run b
{
  "formula": "C4H10N2S",
  "method": "the ωB97M-V functional and the def2-TZVPD basis",
  "lumo_ev": 0.62,
  "spin_multiplicity": 1,
  "homo_ev": -8.594,
  "charge": 0,
  "species": ["C", "C", "C", "C", "H", "H", "H", "H", "H", "H", "H", "H", "H", "H", "N", "N", "S"],
  "coordinates": [[-3.02, 0.80, 0.40], [-1.07, -0.71, -0.65], [1.81, -1.10, 0.54], [1.93, 0.89, -0.58], [-2.77, 0.47, 1.54], [-4.02, 1.05, 0.26], [-2.57, 1.71, 0.14], [-0.55, -1.82, -0.81], [2.59, -2.22, -0.10], [2.46, -0.14, 1.25], [0.47, -1.62, 1.18], [1.53, 1.53, -1.25], [2.26, 1.35, 0.48], [2.99, 0.48, -0.94], [-0.25, 0.29, -0.43], [1.14, -0.32, -0.56], [-2.95, -0.64, -0.47]]
}



Of them, run a has the highest stability.



Run a
{
  "formula": "C4H10N2S",
  "method": "the ωB97M-V functional and the def2-TZVPD basis",
  "lumo_ev": 0.89,
  "spin_multiplicity": 1,
  "homo_ev": -8.625,
  "charge": 0,
  "smiles": "C[C@H]1CN(C)NS1",
  "species": ["C", "C", "C", "C", "N", "N", "S", "H", "H", "H", "H", "H", "H", "H", "H", "H", "H"],
  "coordinates": [[-0.44, -0.21, -1.09], [1.15, -0.13, -0.49], [1.30, -1.14, 0.64], [-1.47, 0.30, 0.92], [-0.40, 2.03, -0.38], [-1.18, 0.87, -0.43], [1.30, 1.62, 0.13], [-0.51, -0.07, -2.16], [-0.91, -1.20, -0.89], [2.03, -0.48, -1.13], [0.80, -0.81, 1.62], [2.35, -1.33, 0.82], [0.88, -2.04, 0.35], [-1.94, -0.71, 0.71], [-0.53, 0.04, 1.43], [-2.10, 1.00, 1.38], [-0.33, 2.26, -1.43]]
}



Run b
{
  "formula": "C4H10N2S",
  "method": "the ωB97M-V functional and the def2-TZVPD basis",
  "lumo_ev": 0.66,
  "spin_multiplicity": 1,
  "homo_ev": -8.828,
  "charge": 0,
  "smiles": "CC(C)/N=C/NS",
  "species": ["C", "C", "C", "C", "H", "H", "H", "H", "H", "H", "H", "H", "H", "H", "N", "N", "S"],
  "coordinates": [[2.13, -0.23, -0.77], [0.63, -0.47, -0.49], [0.47, -1.95, 0.04], [-1.09, 0.86, 0.23], [2.34, 0.76, -1.21], [2.55, -0.32, 0.18], [2.36, -1.25, -1.36], [0.00, -0.53, -1.44], [1.23, -2.20, 0.82], [0.71, -2.64, -0.82], [-0.57, -2.18, 0.22], [-1.69, 0.37, -0.59], [-0.86, 2.23, 1.75], [-3.77, 2.50, 1.44], [0.14, 0.45, 0.53], [-1.77, 1.74, 1.09], [-2.80, 2.86, 0.38]]
}



Run c
{
  "formula": "C4H10N2S",
  "method": "the ωB97M-V functional and the def2-TZVPD basis",
  "lumo_ev": 0.73,
  "spin_multiplicity": 1,
  "homo_ev": -6.768,
  "charge": 0,
  "species": ["C", "C", "C", "C", "N", "N", "S", "H", "H", "H", "H", "H", "H", "H", "H", "H", "H"],
  "coordinates": [[-1.74, 0.92, -0.20], [-0.29, 1.12, -0.61], [1.68, -0.92, -0.49], [2.47, -0.30, 0.61], [-1.63, -0.37, 0.44], [-2.71, -1.18, 0.28], [0.04, -0.68, -0.77], [-2.11, 1.68, 0.50], [-2.41, 0.90, -1.08], [-0.11, 1.65, -1.55], [0.31, 1.55, 0.19], [1.95, -1.94, -0.74], [2.46, -0.90, 1.52], [2.11, 0.70, 0.85], [3.52, -0.21, 0.29], [-3.02, -1.30, -0.69], [-2.55, -2.06, 0.74]]
}



Of them, run b has the highest stability.



Run a
{
  "formula": "C4H10N2S",
  "method": "the ωB97M-V functional and the def2-TZVPD basis",
  "lumo_ev": 0.73,
  "spin_multiplicity": 1,
  "homo_ev": -9.076,
  "charge": 0,
  "smiles": "N/N=C\\CCCS",
  "species": ["C", "C", "C", "C", "H", "H", "H", "H", "H", "H", "H", "H", "H", "H", "N", "N", "S"],
  "coordinates": [[-1.48, 0.18, -0.83], [-1.30, 1.32, 0.08], [0.17, 1.70, 0.08], [1.21, 0.60, 0.66], [-1.40, -2.42, 0.72], [-1.11, -0.90, 1.48], [-1.71, 0.34, -1.80], [-1.93, 1.11, 1.01], [-1.55, 2.41, -0.51], [0.41, 2.28, -0.88], [0.11, 2.47, 0.88], [0.70, 0.10, 1.37], [2.07, 1.08, 1.09], [0.98, -1.13, -0.98], [-1.65, -1.47, 0.81], [-1.67, -1.01, -0.51], [2.19, -0.67, -0.27]]
}



Run b
{
  "formula": "C4H10N2S",
  "method": "the ωB97M-V functional and the def2-TZVPD basis",
  "lumo_ev": 0.97,
  "spin_multiplicity": 1,
  "homo_ev": -8.646,
  "charge": 0,
  "smiles": "C=NNCCCS",
  "species": ["C", "C", "C", "C", "H", "H", "H", "H", "H", "H", "H", "H", "H", "H", "N", "N", "S"],
  "coordinates": [[1.28, 0.44, 0.84], [0.56, 1.61, 0.09], [-0.92, 1.44, -0.12], [-1.95, -1.10, 0.82], [0.58, -1.45, -0.34], [0.57, 0.11, 1.58], [2.13, 0.85, 1.35], [0.66, 2.52, 0.70], [1.05, 1.80, -0.87], [-1.42, 1.46, 0.86], [-1.25, 2.32, -0.67], [-0.80, 0.21, -1.76], [-2.24, -0.31, 1.52], [-2.21, -2.11, 1.12], [-1.32, 0.27, -0.89], [-1.52, -0.99, -0.36], [1.81, -0.92, -0.28]]
}



Of them, run b has the highest stability.



Run a
{
  "formula": "H8O4",
  "method": "the ωB97M-V functional and the def2-TZVPD basis",
  "lumo_ev": 0.06,
  "spin_multiplicity": 1,
  "homo_ev": -10.179,
  "charge": 0,
  "smiles": "O.O.O.O",
  "species": ["O", "H", "H", "O", "H", "H", "O", "H", "H", "O", "H", "H"],
  "coordinates": [[1.86, 0.32, -1.00], [2.33, 0.68, -1.75], [2.23, 0.59, -0.18], [-0.06, -1.31, 1.27], [0.46, -1.83, 1.85], [0.50, -1.17, 0.55], [-0.83, 0.57, -1.51], [-0.08, 0.03, -1.19], [-0.40, 1.32, -1.95], [-2.30, 0.23, 1.53], [-1.56, -0.38, 1.41], [-2.15, 0.97, 0.98]]
}



Run b
{
  "formula": "H8O4",
  "method": "the ωB97M-V functional and the def2-TZVPD basis",
  "lumo_ev": 0.40,
  "spin_multiplicity": 1,
  "homo_ev": -11.697,
  "charge": 0,
  "smiles": "O.O.O.O",
  "species": ["O", "H", "H", "H", "O", "H", "O", "H", "H", "O", "H", "H"],
  "coordinates": [[2.83, 0.70, -0.77], [2.96, -0.07, -0.27], [1.97, 0.86, -0.75], [-0.27, 0.19, -2.65], [-0.82, -0.70, -2.60], [-1.63, -0.58, -3.05], [2.85, -0.87, 5.12], [2.76, -0.71, 6.07], [3.66, -1.33, 5.10], [-4.81, 0.50, -1.82], [-4.02, 0.81, -2.18], [-5.48, 1.20, -2.20]]
}



Run c
{
  "formula": "H8O4",
  "method": "the ωB97M-V functional and the def2-TZVPD basis",
  "lumo_ev": 0.82,
  "spin_multiplicity": 1,
  "homo_ev": -11.184,
  "charge": 0,
  "smiles": "O.O.O.O",
  "species": ["O", "H", "H", "H", "O", "H", "O", "H", "H", "O", "H", "H"],
  "coordinates": [[-1.67, -0.19, -0.60], [-1.84, 0.58, -1.13], [-1.08, 0.13, 0.09], [-0.55, -1.72, -0.16], [0.27, -2.13, 0.18], [0.34, -2.86, -0.44], [-0.21, 2.07, -0.50], [-0.12, 3.00, -0.28], [0.47, 1.55, -0.08], [1.37, 0.17, 0.74], [1.14, -0.80, 0.64], [1.90, 0.20, 1.53]]
}



Of them, run c has the highest stability.



Run a
{
  "formula": "H8O4",
  "method": "the ωB97M-V functional and the def2-TZVPD basis",
  "lumo_ev": 0.42,
  "spin_multiplicity": 1,
  "homo_ev": -11.017,
  "charge": 0,
  "smiles": "O.O.O.O",
  "species": ["H", "H", "H", "H", "H", "H", "H", "H", "O", "O", "O", "O"],
  "coordinates": [[0.01, -1.19, 0.96], [-0.99, -2.31, 0.30], [-1.50, 0.59, -0.09], [-0.58, 1.48, -0.88], [0.44, 0.82, 0.99], [1.83, 0.27, 1.78], [1.15, 0.28, -1.14], [-0.08, -0.44, -1.43], [-0.76, -1.37, 0.32], [-1.12, 1.51, -0.04], [1.13, 0.08, 1.06], [0.45, 0.27, -1.84]]
}



Run b
{
  "formula": "H8O4",
  "method": "the ωB97M-V functional and the def2-TZVPD basis",
  "lumo_ev": 0.14,
  "spin_multiplicity": 1,
  "homo_ev": -10.761,
  "charge": 0,
  "smiles": "O.O.O.O",
  "species": ["O", "H", "H", "O", "H", "H", "O", "H", "H", "O", "H", "H"],
  "coordinates": [[0.04, -1.54, 0.74], [-0.13, -1.88, -0.10], [0.19, -2.41, 1.16], [-0.01, 1.34, -3.04], [-0.33, 1.51, -2.17], [-0.36, 0.47, -3.32], [-1.12, 1.01, -0.47], [-0.73, 0.45, 0.19], [-2.02, 1.22, -0.24], [1.47, 0.31, 2.45], [1.18, -0.15, 1.69], [1.82, -0.31, 3.10]]
}



Of them, run a has the highest stability.